The following is a DFT calculation (wB97M-V/def2-TZVPD) of a molecular structure, C39H38N4O3PtS.

Each line ends with the Löwdin charge.
Positions of all 86 atoms, in Å:
Pt 2.055 0.393 -0.880  1.104
C -3.491 1.586 1.049  -0.066
C -3.219 2.632 2.134  -0.556
C -3.514 2.001 3.501  -0.044
C -4.168 3.815 1.904  -0.051
C -1.766 3.110 2.114  -0.169
C -1.376 4.194 2.927  -0.038
C -0.074 4.655 2.973  -0.075
C 0.878 4.015 2.183  -0.467
S 2.578 4.312 1.991  1.094
C 2.658 2.984 0.847  -0.524
N 1.540 2.393 0.638  0.054
C 0.512 2.938 1.375  -0.286
C -0.807 2.486 1.342  0.051
C 3.887 2.519 0.179  -0.248
C 5.066 3.251 0.291  -0.071
C 6.218 2.828 -0.345  -0.101
C 6.184 1.658 -1.090  -0.100
C 5.013 0.918 -1.191  -0.130
C 3.821 1.314 -0.570  -0.293
H -4.549 1.317 1.061  0.087
H -2.914 0.673 1.213  0.074
H -3.248 1.969 0.055  0.081
H -4.553 1.665 3.550  0.084
H -3.349 2.716 4.309  0.081
H -2.863 1.142 3.675  0.086
H -5.199 3.459 1.850  0.083
H -3.932 4.326 0.969  0.092
H -4.114 4.545 2.712  0.073
H -2.113 4.689 3.546  0.105
H 0.192 5.487 3.611  0.107
H -1.030 1.646 0.699  0.103
H 5.078 4.165 0.878  0.087
H 7.133 3.400 -0.259  0.097
H 7.082 1.314 -1.591  0.097
H 5.028 -0.009 -1.752  0.087
C -2.324 -2.731 1.727  -0.049
O -2.121 -2.554 0.329  -0.086
C -2.228 -3.640 -0.479  -0.233
C -2.865 -4.823 -0.125  -0.009
C -3.006 -5.846 -1.056  -0.081
C -2.510 -5.698 -2.341  -0.091
C -1.831 -4.536 -2.680  -0.016
C -1.669 -3.511 -1.761  -0.179
N -0.978 -2.335 -2.125  0.138
C -0.045 -1.690 -1.348  -0.359
N 0.644 -2.487 -0.517  0.168
C 1.599 -2.165 0.477  -0.177
C 2.367 -0.997 0.498  -0.235
C 3.252 -0.850 1.574  -0.105
C 3.381 -1.809 2.566  -0.088
C 2.632 -2.977 2.511  -0.029
C 1.754 -3.147 1.461  -0.260
O 0.977 -4.297 1.367  -0.143
C 1.668 -5.407 0.791  -0.066
N 0.208 -0.418 -1.454  -0.005
C -0.557 0.439 -2.272  -0.200
C -1.950 0.440 -2.304  -0.038
C -2.646 1.308 -3.134  -0.086
C -1.953 2.201 -3.935  -0.082
C -0.567 2.255 -3.875  -0.006
C 0.124 1.401 -3.032  -0.215
O 1.483 1.497 -2.834  -0.221
C 2.329 1.828 -3.932  -0.035
H -2.009 -1.802 2.195  0.092
H -1.712 -3.550 2.105  0.096
H -3.378 -2.912 1.954  0.093
H -3.280 -4.939 0.865  0.108
H -3.514 -6.757 -0.770  0.105
H -2.627 -6.488 -3.070  0.102
H -1.400 -4.417 -3.667  0.117
H -1.274 -1.852 -2.957  0.145
H 0.291 -3.428 -0.425  0.128
H 3.863 0.041 1.627  0.087
H 4.067 -1.650 3.389  0.100
H 2.714 -3.746 3.268  0.115
H 2.206 -5.964 1.561  0.088
H 2.379 -5.070 0.034  0.100
H 0.922 -6.055 0.331  0.087
H -2.483 -0.245 -1.657  0.116
H -3.728 1.290 -3.145  0.105
H -2.484 2.881 -4.587  0.104
H -0.033 2.984 -4.467  0.110
H 3.341 1.828 -3.536  0.087
H 2.095 2.816 -4.327  0.087
H 2.233 1.076 -4.717  0.107

Results
multiplicity	1
maximum force	1.03	eV Å⁻¹
lowest unoccupied orbital energy	0.5	eV
orbital gap	0.26305	hartree
charge	0
E	-2471.21105	Eh
ΔE to the lowest compared entry with this formula, charge and spin	18.1	kcal/mol
HOMO level	-6.66	eV

***

The following is a DFT calculation (wB97M-V/def2-TZVPD) of a gas-phase ion, C8H13N2S (charge +1).

Each line ends with the Löwdin charge.
Positions of all 24 atoms, in Å:
C 0.928 -2.052 0.957  -0.031
C -0.473 -1.525 0.443  -0.327
C -0.294 -0.606 -0.838  -0.077
N 0.212 0.773 -0.502  -0.141
C 0.585 1.563 -1.681  0.055
C -0.757 1.486 0.382  -0.013
C -1.092 0.643 1.587  -0.296
N -1.540 1.220 2.732  0.054
C -1.865 0.332 3.553  -0.435
S -1.550 -1.321 3.097  1.106
C -1.095 -0.739 1.545  -0.464
H 1.310 -2.526 0.021  0.092
H 0.656 -2.715 1.830  0.100
H 1.635 -1.216 1.069  0.083
H -1.044 -2.334 -0.012  0.146
H 0.205 -1.115 -1.713  0.156
H -1.376 -0.573 -1.189  0.165
H 0.959 0.521 0.020  0.118
H 0.426 0.775 -2.431  0.107
H -0.187 2.324 -1.750  0.109
H 1.603 1.971 -1.493  0.138
H -1.552 1.748 -0.260  0.136
H -0.225 2.301 0.681  0.118
H -2.010 0.500 4.632  0.100

Results
multiplicity	1
SMILES	C[C@@H]1C[N@@H+](C)Cc2ncsc21
maximum force	4.16	eV Å⁻¹
lowest unoccupied orbital energy	-2.9	eV
orbital gap	0.36398	hartree
charge	+1
E	-820.03981	Eh
ΔE to the lowest compared entry with this formula, charge and spin	24.4	kcal/mol
HOMO level	-12.85	eV

***

The following is a DFT calculation (wB97M-V/def2-TZVPD) of a molecular structure, C5H11N3O.

Each line ends with the Löwdin charge.
Positions of all 20 atoms, in Å:
C 2.371 0.817 0.471  -0.052
N -0.759 -0.584 -1.339  -0.022
C -1.438 0.465 -0.209  -0.388
C 1.284 -0.160 0.138  -0.370
N -1.760 -0.114 1.006  0.101
N 1.207 -1.265 0.968  0.088
C 0.354 0.146 -0.830  -0.188
C -2.028 1.574 -0.685  0.020
O -0.752 -1.946 -0.881  -0.070
H -1.294 -2.394 -1.541  0.102
H -2.744 -0.300 1.132  0.096
H -1.187 -0.895 1.295  0.064
H 0.667 -2.036 0.609  0.066
H 2.071 -1.547 1.405  0.090
H 0.586 0.977 -1.481  0.126
H 2.248 1.185 1.496  0.084
H 2.356 1.667 -0.208  0.076
H 3.358 0.349 0.405  0.078
H -2.756 2.101 -0.091  0.051
H -1.786 1.957 -1.661  0.051

Results
multiplicity	1
maximum force	3.80	eV Å⁻¹
lowest unoccupied orbital energy	0.8	eV
orbital gap	0.27638	hartree
charge	0
E	-436.46194	Eh
ΔE to the lowest compared entry with this formula, charge and spin	116.1	kcal/mol
HOMO level	-6.72	eV

***

The following is a DFT calculation (wB97M-V/def2-TZVPD) of 3 unconnected molecules or ions with the total composition C2H10O2S2.

Each line ends with the Löwdin spin population.
Positions of all 16 atoms, in Å:
C -2.431 0.335 -0.165  0.036
C -1.411 -0.808 -0.358  0.024
S -1.476 -1.893 1.067  0.427
S 0.036 -3.426 0.273  0.459
H -3.504 0.125 -0.155  0.004
H -2.189 0.961 0.712  0.005
H -2.112 1.034 -0.985  0.008
H -1.801 -1.461 -1.179  0.001
H -0.379 -0.512 -0.629  0.002
H 1.074 -2.616 0.288  0.032
H 3.188 2.307 -0.947  0.000
H 4.533 2.572 -1.474  0.000
O 3.990 1.823 -1.200  0.001
H 0.506 0.414 0.876  0.000
H 1.009 0.211 2.259  0.000
O 0.965 0.933 1.618  0.002

Results
multiplicity	2
maximum force	2.92	eV Å⁻¹
lowest unoccupied orbital energy (alpha / beta)	2.9 / 2.9	eV
orbital gap (alpha / beta)	0.12824 / 0.23485	hartree
charge	-1
E	-1029.02944	Eh
ΔE to the lowest compared entry with this formula, charge and spin	13.5	kcal/mol
HOMO level (alpha / beta)	-0.57 / -3.48	eV

***

The following is a DFT calculation (wB97M-V/def2-TZVPD) of 2 unconnected molecules or ions with the total composition C7H12O.

Each line ends with the Löwdin charge.
Positions of all 20 atoms, in Å:
C -1.761 -0.502 -1.721  -0.003
C -0.741 0.358 -1.510  -0.179
C 0.493 -0.243 -1.099  -0.456
C 1.383 -0.696 -1.919  0.031
C 0.619 -0.261 0.399  -0.071
C 1.751 0.322 0.850  -0.121
C 1.874 0.507 2.360  -0.090
H -2.741 -0.041 -2.000  0.070
H -1.625 -1.574 -1.471  0.088
H -0.784 1.526 -1.464  0.153
H 1.343 -0.707 -3.071  0.101
H 2.300 -1.175 -1.419  0.095
H -0.188 -0.776 0.904  0.116
H 2.590 0.878 0.265  0.146
H 1.340 -0.238 2.741  0.017
H 2.868 0.382 2.664  0.057
H 1.329 1.405 2.598  0.081
O -2.878 0.273 1.709  -0.054
H -2.523 1.113 1.671  -0.022
H -2.599 0.118 0.750  0.042

Results
multiplicity	1
SMILES	C=CC(=C)/C=C/C.O
maximum force	4.45	eV Å⁻¹
lowest unoccupied orbital energy	0.9	eV
orbital gap	0.36889	hartree
charge	0
E	-349.02673	Eh
ΔE to the lowest compared entry with this formula, charge and spin	76.5	kcal/mol
HOMO level	-9.18	eV

***

The following is a DFT calculation (wB97M-V/def2-TZVPD) of a molecular structure, C2H6N3P3.

Each line ends with the Löwdin charge.
Positions of all 14 atoms, in Å:
C -2.361 0.208 -0.514  0.001
C -1.222 -0.486 -0.254  -0.323
N 1.853 -1.482 0.440  -0.669
N 1.837 0.761 -0.767  -0.544
N -0.323 0.172 0.640  -0.633
P 2.274 -0.860 -0.932  0.701
P 0.891 -0.851 1.641  0.704
P 0.495 1.569 0.246  0.761
H -2.989 -0.002 -1.319  0.027
H -2.516 1.024 0.166  0.043
H -0.887 -1.355 -0.855  0.093
H 1.807 1.278 -1.695  0.004
H -0.023 -1.933 1.737  -0.082
H 1.163 1.957 1.469  -0.083

Results
multiplicity	1
maximum force	3.56	eV Å⁻¹
lowest unoccupied orbital energy	0.0	eV
orbital gap	0.30290	hartree
charge	0
E	-1268.10578	Eh
ΔE to the lowest compared entry with this formula, charge and spin	0.0	kcal/mol
HOMO level	-8.27	eV